Record 1
{"formula": "C25H25LuO", "method": "ωB97M-V with the def2-TZVPD basis set", "elements": ["C", "C", "C", "H", "C", "C", "H", "H", "H", "H", "C", "C", "C", "H", "C", "C", "H", "H", "H", "H", "Lu", "O", "C", "C", "H", "H", "H", "H", "C", "C", "C", "H", "C", "H", "C", "H", "C", "H", "C", "C", "C", "C", "C", "C", "C", "H", "H", "H", "H", "H", "H", "H"], "xyz": [[1.2934, -0.1196, 2.3451], [2.0695, 0.6130, 1.4134], [1.2901, 1.6982, 0.9633], [3.0748, 0.3831, 1.1030], [0.0390, 1.6305, 1.6086], [0.0317, 0.5102, 2.4644], [-0.7804, 0.1936, 3.0971], [1.6120, -0.9997, 2.8762], [1.5840, 2.4317, 0.2347], [-0.7928, 2.2932, 1.4289], [0.6097, -1.9575, -1.4019], [1.2304, -2.4163, -0.2285], [0.2287, -2.6009, 0.7545], [2.2875, -2.5709, -0.0897], [-1.0189, -2.2560, 0.1859], [-0.7743, -1.8517, -1.1484], [-1.5077, -1.4811, -1.8452], [1.1032, -1.6816, -2.3169], [0.3868, -2.9502, 1.7601], [-1.9774, -2.3124, 0.6745], [0.2550, -0.3208, 0.2873], [-1.8207, 2.2670, -1.9554], [-1.0615, 3.3714, -2.4366], [-2.4637, 3.5428, -2.0438], [-0.2690, 3.7172, -1.7797], [-0.8169, 3.3432, -3.4937], [-2.6516, 4.0069, -1.0790], [-4.2877, 5.5073, -2.1365], [-4.4018, 4.8028, -2.9515], [-3.5464, 3.7078, -3.0403], [-3.7151, 2.7995, -4.0817], [-3.0704, 1.9328, -4.1326], [-4.7153, 2.9907, -5.0217], [-4.8413, 2.2747, -5.8231], [-5.5579, 4.0908, -4.9346], [-6.3392, 4.2369, -5.6685], [-5.3994, 4.9961, -3.8950], [-6.0577, 5.8510, -3.8145], [2.5615, -2.3211, 1.8081], [3.4179, -3.0225, 2.3909], [4.0317, -2.4517, 3.5568], [4.5879, -3.2696, 4.3854], [4.4599, -4.6567, 4.1294], [3.7175, -5.1833, 3.0231], [3.2039, -4.3585, 2.1174], [3.0518, -1.4304, 2.0142], [1.9279, -2.7120, 2.7792], [3.9417, -1.3489, 3.7661], [5.0343, -2.7390, 5.2086], [4.8666, -5.3019, 4.8259], [3.4613, -6.2031, 2.8242], [2.5076, -4.6754, 1.2926]], "forces_ev_per_a": [[-0.244, 1.133, 1.610], [0.439, 0.618, 0.832], [0.260, 0.518, 0.421], [0.043, -0.090, 0.018], [-0.483, 0.917, 0.236], [0.501, 0.487, 0.682], [-0.059, -0.046, 0.074], [-0.295, 0.467, 0.004], [0.078, 0.190, -0.135], [-0.070, 0.151, 0.030], [-0.387, -0.366, -0.344], [-0.130, -1.092, -1.749], [-0.978, -1.137, -0.193], [-0.412, -0.179, -0.063], [-0.216, -1.212, -0.610], [-0.988, -0.304, -0.586], [-0.213, 0.066, -0.101], [0.110, -0.070, -0.207], [-0.059, 0.059, -0.248], [-0.125, 0.017, 0.039], [-0.741, 1.316, -2.277], [0.011, -0.191, 0.104], [0.118, 0.150, -0.095], [0.153, 0.057, 0.226], [-0.028, -0.008, 0.021], [-0.045, -0.037, 0.001], [0.010, -0.027, -0.003], [0.006, 0.019, 0.023], [0.069, -0.063, 0.047], [-0.253, -0.003, -0.274], [0.041, 0.035, 0.109], [0.035, -0.036, -0.033], [-0.022, 0.009, -0.017], [-0.002, -0.004, -0.005], [0.036, -0.010, 0.034], [0.001, 0.000, -0.001], [0.001, -0.020, -0.023], [0.002, 0.005, 0.003], [-6.628, 5.766, -2.262], [6.189, -5.916, 4.519], [-0.063, 1.963, -3.524], [1.333, -2.526, 1.941], [-0.781, -0.190, -0.781], [1.421, -0.877, 2.298], [0.723, -0.576, -0.891], [-0.678, 3.058, 0.154], [-0.606, 2.149, -2.327], [0.114, -1.188, -0.532], [0.486, -0.991, 0.914], [0.786, -1.455, 1.234], [0.544, -0.995, 0.836], [0.998, 0.457, 0.871]], "gap_ha": 0.156, "molar_mass_da": 516.44, "e_homo_ev": -4.775, "total_energy_ha": -2277.95902}

---

Record 2
{"formula": "C21H25CuN4O8PSSe", "method": "ωB97M-V with the def2-TZVPD basis set", "elements": ["Cu", "O", "C", "C", "C", "C", "C", "C", "C", "O", "N", "N", "C", "C", "C", "C", "C", "C", "C", "O", "H", "H", "H", "H", "H", "H", "H", "H", "H", "H", "C", "N", "C", "C", "N", "C", "S", "H", "H", "H", "H", "H", "H", "O", "Se", "O", "O", "O", "C", "P", "C", "C", "O", "H", "H", "H", "H", "H", "H", "H", "H", "H"], "xyz": [[-0.5428, 0.6633, -0.5388], [4.2343, -1.4727, -0.6427], [3.6733, -2.3951, 0.1567], [4.5003, -3.3249, 0.7906], [3.9590, -4.3008, 1.6094], [2.5842, -4.3691, 1.8114], [1.7666, -3.4347, 1.1945], [2.2884, -2.4401, 0.3753], [1.3574, -1.4358, -0.2327], [0.1674, -1.3800, 0.1465], [1.9356, -0.6670, -1.1554], [1.0328, 0.2261, -1.6804], [1.3691, 0.8384, -2.7490], [0.4686, 1.6730, -3.5158], [0.9875, 2.4138, -4.5809], [0.1838, 3.1583, -5.4217], [-1.1971, 3.1445, -5.1952], [-1.7425, 2.4119, -4.1669], [-0.9416, 1.6416, -3.2773], [-1.4942, 0.9469, -2.3474], [3.4646, -0.9409, -1.0124], [5.5683, -3.2574, 0.6206], [4.6166, -5.0164, 2.0918], [2.1573, -5.1362, 2.4456], [0.6916, -3.4452, 1.3288], [2.3742, 0.6692, -3.1397], [2.0621, 2.3910, -4.7417], [0.6093, 3.7298, -6.2371], [-1.8520, 3.7238, -5.8387], [-2.8116, 2.4123, -3.9874], [-3.6391, -1.7518, 1.4985], [-4.0715, -1.1706, 0.2446], [-4.7445, 0.0408, 0.1455], [-4.6747, 0.4295, -1.1353], [-3.9854, -0.5560, -1.8273], [-3.5883, -1.5368, -0.9711], [-2.7592, -2.9443, -1.3868], [-4.4812, -1.7997, 2.1891], [-2.8472, -1.1367, 1.9319], [-3.2602, -2.7497, 1.2917], [-5.0877, 0.5668, 1.0190], [-4.9867, 1.3456, -1.6014], [-3.4058, -0.3580, -2.6304], [-1.3412, 1.0873, 2.7448], [-2.2185, 2.0817, 1.7465], [-3.7712, 2.0508, 2.2204], [-2.1397, 1.3738, 0.2283], [-1.5905, 3.5755, 1.7110], [2.9409, 0.9293, 2.3306], [1.0998, 1.1146, 2.3912], [0.9761, 2.5628, 3.4775], [0.7043, -0.4392, 3.2438], [0.7977, 1.2928, 0.9187], [3.3720, 0.8325, 3.3327], [3.3716, 1.8028, 1.8376], [3.1996, 0.0438, 1.7455], [1.9717, 2.9439, 3.7100], [0.4418, 2.2994, 4.3889], [0.3841, 3.3119, 2.9486], [1.5930, -0.8289, 3.7417], [0.3879, -1.1318, 2.4632], [-0.1183, -0.3095, 3.9412]], "forces_ev_per_a": [[-0.181, 0.234, -0.338], [0.578, -0.428, 0.370], [0.207, 0.134, -0.147], [0.029, -0.035, 0.035], [0.011, 0.010, -0.022], [-0.017, 0.016, -0.001], [-0.024, 0.015, 0.034], [-0.151, -0.040, 0.037], [-0.084, -0.117, 0.131], [0.081, -0.038, -0.021], [-0.358, 0.149, -0.050], [0.218, -0.020, 0.060], [-0.061, -0.027, -0.028], [0.004, 0.030, -0.003], [0.000, 0.034, 0.001], [0.018, -0.017, -0.002], [-0.011, 0.004, 0.010], [-0.010, -0.008, -0.016], [0.005, -0.021, 0.014], [0.097, 0.052, 0.130], [-0.250, 0.210, -0.252], [-0.011, -0.007, -0.001], [-0.008, 0.005, -0.004], [0.004, 0.006, -0.006], [0.001, 0.004, 0.004], [-0.010, -0.038, -0.034], [-0.008, -0.002, 0.001], [0.000, 0.003, 0.009], [0.001, -0.004, 0.004], [0.011, -0.010, -0.003], [-0.040, -0.028, -0.004], [0.056, 0.075, -0.072], [-0.047, -0.027, -0.001], [-0.023, -0.004, -0.008], [0.139, 0.071, 0.076], [-0.075, -0.095, 0.008], [0.011, 0.018, 0.021], [0.000, 0.003, 0.000], [-0.006, 0.015, 0.002], [0.001, -0.008, 0.000], [0.045, 0.024, -0.008], [0.023, -0.002, 0.016], [-0.074, -0.051, -0.051], [0.055, 0.382, -0.150], [0.114, -0.412, 0.519], [-0.171, 0.055, -0.107], [0.075, -0.047, 0.080], [0.067, 0.104, -0.042], [-0.139, 0.014, 0.118], [1.048, -0.319, -0.279], [-0.378, -0.053, -0.111], [-0.165, 0.072, -0.020], [-0.482, 0.131, 0.263], [-0.019, 0.007, -0.029], [-0.030, -0.001, -0.006], [-0.042, 0.014, 0.007], [-0.012, -0.042, -0.042], [-0.015, -0.002, -0.015], [-0.069, -0.002, 0.008], [0.053, 0.013, -0.035], [-0.018, -0.030, -0.017], [0.037, 0.030, -0.028]], "total_charge": -2, "gap_ha": [0.247, 0.247], "molar_mass_da": 667.00, "s2": 0.753, "e_homo_ev": [-2.035, -2.035], "total_energy_ha": -6417.73647, "multiplicity": 2}

---

Record 3
{"formula": "C17H17BrCl17INO3P", "method": "ωB97M-V with the def2-TZVPD basis set", "elements": ["C", "C", "Br", "C", "C", "C", "Cl", "C", "O", "C", "P", "O", "I", "C", "C", "C", "C", "C", "N", "C", "O", "H", "H", "H", "H", "H", "H", "H", "H", "H", "H", "H", "H", "H", "H", "H", "H", "H", "C", "Cl", "Cl", "Cl", "Cl", "C", "Cl", "Cl", "Cl", "Cl", "C", "Cl", "Cl", "Cl", "Cl", "C", "Cl", "Cl", "Cl", "Cl"], "xyz": [[1.8324, 3.4798, -0.9180], [2.8118, 2.6721, -0.0643], [2.3355, 2.7570, 1.8331], [3.0287, 1.2071, -0.5027], [1.9053, 0.5068, -1.2098], [1.9526, 0.0451, -2.4647], [3.1668, 0.5121, -3.5883], [0.9483, -0.9626, -2.9465], [0.7272, -1.1471, -4.1149], [0.2578, -1.7365, -1.8705], [-0.1605, -3.5126, -2.1461], [0.8352, -3.8878, -3.3793], [1.1000, -4.4256, -0.2374], [-0.0573, -1.0679, -0.7503], [-1.0285, -1.5207, 0.2937], [-2.3444, -0.6876, 0.1781], [-3.5801, -1.5234, 0.5162], [-4.8874, -0.9084, 0.0045], [-5.0575, 0.5139, 0.2887], [0.5885, 0.2663, -0.5289], [0.0952, 1.1161, 0.1706], [0.8790, 3.6041, -0.4131], [2.2372, 4.4809, -1.0783], [1.6868, 3.0257, -1.8981], [3.7811, 3.1608, -0.1011], [3.2329, 0.6045, 0.3864], [3.9134, 1.1465, -1.1348], [1.7758, -3.8074, -3.1679], [-1.2656, -2.5759, 0.1800], [-0.6001, -1.3443, 1.2824], [-2.2680, 0.1540, 0.8620], [-2.4202, -0.2830, -0.8346], [-3.6354, -1.6555, 1.6016], [-3.4788, -2.5216, 0.0810], [-4.9401, -1.0535, -1.0773], [-5.7187, -1.4694, 0.4423], [-4.9208, 1.0844, -0.5305], [-4.4696, 0.8511, 1.0361], [6.6169, -2.3629, -0.6266], [7.4272, -3.5854, -1.6067], [5.1734, -1.7918, -1.4747], [6.1447, -3.0622, 0.9241], [7.7078, -1.0019, -0.3539], [1.3287, -4.4785, 4.3436], [2.2511, -5.2806, 3.0662], [-0.3267, -4.2125, 3.7855], [1.3125, -5.4945, 5.7854], [2.0790, -2.9250, 4.7186], [0.3363, 5.2462, 4.9336], [1.2466, 3.7338, 4.9953], [1.4058, 6.5919, 5.3395], [-0.3121, 5.4766, 3.3086], [-0.9930, 5.1793, 6.0954], [-5.9352, 2.5755, -3.4892], [-6.6699, 0.9709, -3.4363], [-6.9563, 3.7222, -2.6209], [-4.3422, 2.5093, -2.7202], [-5.7533, 3.0918, -5.1666]], "forces_ev_per_a": [[0.224, 0.353, 0.224], [0.079, -0.129, -0.348], [0.049, 0.152, -0.037], [-0.393, 0.137, 0.216], [-0.031, -0.061, -0.275], [0.033, 0.103, 0.357], [0.065, -0.135, -0.111], [0.090, -0.032, -0.065], [0.058, 0.025, -0.078], [0.149, 0.070, 0.357], [-0.319, 0.067, -0.488], [0.002, -0.154, 0.316], [0.102, -0.006, 0.036], [0.015, -0.179, -0.177], [-0.290, 0.612, 0.029], [0.189, -0.391, 0.097], [0.047, 0.164, -0.078], [0.135, -0.010, 0.136], [-0.272, -0.074, -0.024], [0.139, -0.087, -0.045], [-0.014, -0.001, 0.217], [-0.131, -0.225, -0.133], [-0.040, -0.030, -0.001], [-0.048, -0.075, 0.009], [0.039, -0.081, 0.134], [0.125, 0.031, -0.020], [-0.029, 0.087, -0.051], [-0.046, 0.056, -0.171], [0.108, -0.062, 0.028], [0.029, -0.259, 0.032], [0.011, 0.151, -0.167], [-0.120, -0.007, -0.019], [0.006, -0.036, 0.002], [-0.051, -0.030, 0.029], [-0.038, 0.034, -0.008], [-0.012, -0.021, -0.072], [0.137, 0.054, 0.072], [0.014, -0.010, 0.002], [-0.014, -0.016, 0.039], [-0.004, 0.002, 0.000], [-0.057, 0.035, -0.050], [-0.010, -0.001, 0.003], [-0.002, 0.001, 0.000], [-0.030, 0.038, -0.043], [0.081, -0.064, 0.085], [-0.005, 0.002, -0.001], [0.000, 0.006, -0.009], [0.002, 0.006, -0.002], [0.003, -0.010, -0.033], [-0.015, -0.004, 0.086], [0.000, 0.003, 0.000], [0.000, -0.002, 0.001], [-0.002, 0.002, 0.005], [-0.040, -0.015, 0.005], [0.001, -0.005, 0.006], [0.008, -0.007, -0.003], [0.070, 0.029, -0.021], [0.002, -0.006, 0.008]], "smiles": "C[C@@H](Br)CC1=C(Cl)C(=O)C(P(O)I)=C(CCCCN)C1=O.ClC(Cl)(Cl)Cl.ClC(Cl)(Cl)Cl.ClC(Cl)(Cl)Cl.ClC(Cl)(Cl)Cl", "gap_ha": 0.281, "molar_mass_da": 1123.81, "e_homo_ev": -9.078, "total_energy_ha": -11974.73924}